1.
Computed, not measured: 2 unconnected molecules or ions with the total composition C12H20 at a distorted geometry, with wB97M-V/def2-TZVPD.

Each line ends with the Mulliken charge.
Geometry (Å):
C: 0.032 -1.670 -1.537  1.069
C: -1.180 -2.368 -1.058  -1.193
C: 0.419 -2.446 -2.844  -1.440
C: -0.271 -0.181 -1.916  -1.337
H: 0.879 -1.790 -0.758  0.146
H: -2.209 -2.188 -1.678  0.277
H: -1.368 -1.887 -0.104  0.207
H: -0.516 -2.717 -3.378  0.307
H: 1.015 -1.751 -3.493  0.366
H: 0.998 -3.353 -2.651  0.407
H: -0.999 -0.090 -2.825  0.332
H: -0.865 0.479 -1.341  0.332
H: 0.658 0.419 -2.163  0.253
H: -0.946 -3.543 -0.891  0.286
C: 1.870 1.397 0.953  -0.368
C: 2.208 2.851 0.882  -1.090
C: 0.418 1.144 1.307  1.279
C: -0.658 1.945 0.934  -0.817
C: 0.331 0.003 2.161  -0.676
C: -1.941 1.360 1.316  -0.258
C: -0.940 -0.389 2.638  -0.537
C: -2.058 0.278 2.195  -0.470
H: 2.166 0.917 -0.126  0.107
H: 2.545 0.839 1.560  0.433
H: 1.347 3.570 0.689  0.197
H: -0.515 2.876 0.469  0.358
H: 1.249 -0.517 2.442  0.275
H: -2.867 1.923 1.075  0.318
H: -1.163 -1.201 3.207  0.461
H: -3.181 -0.131 2.461  0.180
H: 3.096 3.194 0.430  0.378
H: 2.448 3.026 2.045  0.217

Computed properties:
- SMILES: CCc1ccccc1.CC(C)C
- Energy relative to the best compared isomer or geometry (same formula, charge and spin): 277.5 kJ/mol
- Charge: 0
- E_tot: -469.1356 Ha



2.
Computed, not measured: a molecular structure, C12H20AuBrN4O2, with wB97M-V/def2-TZVPD.

Each line ends with the Mulliken charge.
Geometry (Å):
Au: -0.750 0.988 0.925  0.787
O: -0.027 2.410 2.342  -0.669
C: 2.022 -0.066 2.342  -1.176
N: 2.301 -1.189 1.458  0.094
C: 2.288 -2.468 2.160  -1.028
C: 1.829 -1.157 0.170  0.662
N: 0.920 -0.318 -0.209  -0.452
N: 2.390 -2.092 -0.673  0.143
C: 1.790 -2.332 -1.965  -1.255
C: 3.788 -2.470 -0.562  -1.184
H: 2.763 -0.081 3.143  0.312
H: 1.025 -0.125 2.784  0.353
H: 2.102 0.874 1.803  0.394
H: 1.293 -2.668 2.574  0.278
H: 3.001 -2.426 2.984  0.358
H: 2.563 -3.288 1.503  0.334
H: 0.846 -0.280 -1.218  0.015
H: 0.705 -2.365 -1.877  0.443
H: 2.130 -3.300 -2.334  0.333
H: 2.068 -1.574 -2.710  0.355
H: 4.232 -1.981 0.300  0.384
H: 4.334 -2.158 -1.459  0.390
H: 3.898 -3.552 -0.456  0.324
C: -3.464 0.110 2.054  -1.103
C: -2.038 -0.362 1.893  0.488
O: -1.626 -1.399 2.321  -0.455
H: -4.066 -0.649 2.558  0.350
H: -3.875 0.341 1.071  0.251
H: -3.446 1.035 2.631  0.285
Br: -5.163 4.498 -1.286  -0.190
C: -3.607 3.528 -1.731  -0.352
C: -3.123 3.523 -3.027  -0.022
C: -1.976 2.792 -3.287  -0.747
C: -1.375 2.100 -2.249  0.007
N: -1.850 2.108 -1.006  -0.218
C: -2.945 2.815 -0.745  -0.044
H: -3.630 4.078 -3.804  0.447
H: -1.554 2.759 -4.282  0.372
H: -0.475 1.520 -2.416  0.243
H: -3.297 2.819 0.279  0.493

Computed properties:
- Spin multiplicity: 3
- ⟨S²⟩: 2.022
- Charge: 0
- E_tot: -3548.2842 Ha



3.
Computed, not measured: a molecular structure, C12H20BeCl2F4LiN5Na2O7S2 at a distorted geometry, with wB97M-V/def2-TZVPD.

Each line ends with the Mulliken charge.
Geometry (Å):
C: 4.420 1.185 3.471  0.231
C: 3.507 1.449 2.739  -0.973
N: 2.800 1.557 1.619  0.448
C: 2.103 2.628 1.221  -0.906
N: 1.525 2.301 0.101  0.771
O: 0.656 3.031 -0.660  -0.358
C: -0.565 3.290 0.085  -0.292
C: -1.096 2.207 0.996  -0.219
N: -1.749 1.170 0.339  -0.322
C: -1.472 -0.261 0.559  -0.547
C: -2.725 -1.128 0.795  0.172
C: -2.940 -2.047 -0.383  -1.660
O: -2.430 -1.981 1.899  -0.552
C: 1.856 1.058 -0.291  -0.851
C: 2.674 0.560 0.675  0.100
C: 3.212 -0.843 0.672  -0.670
C: 4.698 -1.141 0.444  -0.300
N: 5.427 -0.737 -0.487  -0.610
H: 5.163 1.015 4.204  0.504
H: 1.976 3.573 1.690  0.668
H: -1.309 3.436 -0.704  0.214
H: -0.524 4.234 0.618  0.212
H: -0.364 1.935 1.761  0.025
H: -1.998 2.602 1.451  0.713
H: -2.677 1.323 0.701  0.441
H: -0.776 -0.439 1.374  0.214
H: -1.004 -0.635 -0.347  0.326
H: -3.616 -0.530 1.013  0.547
H: -3.321 -1.521 -1.247  0.309
H: -1.974 -2.470 -0.632  0.389
H: -3.556 -2.884 -0.084  0.425
H: -2.743 -1.582 2.713  0.285
H: 1.459 0.609 -1.173  0.907
H: 2.878 -1.304 1.602  0.126
H: 2.658 -1.348 -0.111  0.426
H: 5.132 -1.826 1.169  0.374
H: 4.888 -0.113 -1.090  0.270
N: -2.922 -2.201 -6.063  -0.382
S: -2.990 -1.693 -4.575  1.187
O: -2.814 -2.676 -3.551  -0.574
O: -3.900 -0.624 -4.293  -0.625
F: -1.587 -0.932 -4.530  -0.272
S: -4.166 -3.086 -6.485  1.137
O: -3.923 -3.788 -7.698  -0.624
O: -5.451 -2.496 -6.302  -0.560
F: -4.147 -4.259 -5.402  -0.266
Na: 2.879 -0.842 3.903  0.940
Cl: 4.660 2.117 -0.199  -0.541
Be: -3.331 2.851 0.043  0.606
O: 2.247 -3.021 3.854  -1.079
H: 1.379 -3.085 3.448  0.205
Cl: 2.090 2.605 -2.691  -0.518
F: -0.203 1.033 3.448  -0.853
Li: 1.905 3.605 3.265  0.950
Na: 3.057 -3.742 5.863  0.903
F: -2.976 3.866 1.264  -0.469

Computed properties:
- Energy relative to the best compared isomer or geometry (same formula, charge and spin): 0.0 kJ/mol
- Charge: 0
- E_tot: -3732.3036 Ha



E_tot of number 2 (C12H20AuBrN4O2)?
-3548.2842 Ha



Among the records above, which one has the highest E_tot?
C12H20